A 2-piece molecular cluster, C2F6N2O3S overall at a distorted geometry, computed with the ωB97M-V functional and the def2-TZVPD basis.

Structure (XYZ):
```
14
Properties=species:S:1:pos:R:3:mulliken_charge:R:1
C -1.14599 0.81814 1.71472 0.922
C 0.89258 0.70007 -2.26978 0.745
N 0.12000 -0.72130 -0.08994 -0.044
N 0.37618 -1.98157 0.66059 1.151
O 0.06791 -2.01981 1.76782 -0.442
O 0.84964 -2.82991 -0.08822 -0.569
O -1.43965 -0.14769 0.86633 -0.452
F -0.15765 0.56110 2.59658 -0.265
F -2.22383 1.21322 2.40888 -0.250
F -0.62231 1.96687 1.13879 -0.289
F 1.84167 0.91937 -1.37984 -0.221
F 0.18448 1.77956 -2.34940 -0.203
F 1.43695 0.46590 -3.40994 -0.196
S -0.17997 -0.72393 -1.56659 0.113
```

## Properties
- F_max (eV Å⁻¹) = 4.62
- orbital gap (eV) = 8.7
- ΔE to the lowest compared entry with this formula, charge and spin (kcal/mol) = 62.65
- total energy (Ha) = -1408.5951